P.
ORCA calculation (ωB97M-V with the def2-TZVPD basis set) on a 10-piece molecular cluster, C4H26NO12 overall.

Each atom is followed by the atoms it is bonded to, with distances in Å.
Cartesian coordinates (Å):
1 C 1.73 -0.53 2.41  C2 1.466, N5 1.513, H9 1.161, H10 1.069
2 C 0.70 0.04 3.29  C1 1.466, C3 1.504, H11 1.118, H12 1.059
3 C -0.73 -0.28 2.91  C2 1.504, O4 1.471, H13 1.074, H14 1.136
4 O -1.40 0.96 2.51  C3 1.471, H15 1.006
5 N 1.85 0.27 1.14  C1 1.513, C6 1.437, H16 1.044
6 C 0.99 -0.16 0.07  N5 1.437, O7 1.296, O8 1.222
7 O 0.74 0.94 -0.58  C6 1.296
8 O 0.75 -1.33 -0.17  C6 1.222
9 H 1.40 -1.60 2.11  C1 1.161
10 H 2.69 -0.83 2.77  C1 1.069
11 H 0.55 1.12 3.53  C2 1.118
12 H 0.92 -0.41 4.22  C2 1.059
13 H -0.99 -1.12 2.29  C3 1.074
14 H -1.34 -0.40 3.86  C3 1.136
15 H -1.93 0.65 1.71  O4 1.006
16 H 1.96 1.31 1.09  N5 1.044
17 H -2.73 -0.01 -3.33  O19 1.068
18 H -1.77 1.03 -2.64  O19 1.032
19 O -2.70 0.63 -2.47  H17 1.068, H18 1.032
20 H -0.86 -2.29 -2.66  O22 0.954
21 H -1.86 -2.98 -2.07  O22 0.925
22 O -1.77 -2.51 -2.86  H20 0.954, H21 0.925
23 H 1.17 3.93 -1.62  O25 1.054
24 H 0.28 4.08 -0.39  O25 1.018
25 O 1.11 4.54 -0.76  H23 1.054, H24 1.018
26 H 3.85 -2.07 0.93  O28 0.966
27 H 2.72 -2.89 0.24  O28 0.954
28 O 3.58 -2.95 0.64  H26 0.966, H27 0.954
29 H 1.38 -1.97 -1.47  O31 1.009
30 H 1.32 -2.57 -3.01  O31 1.040
31 O 1.58 -2.78 -2.03  H29 1.009, H30 1.040
32 H -0.08 2.08 0.75  O34 0.995
33 H -1.58 2.64 0.49  O34 1.037
34 O -0.58 2.81 0.30  H32 0.995, H33 1.037
35 H -3.65 0.79 0.07  O37 1.002
36 H -2.29 0.93 -0.56  O37 0.970
37 O -2.84 1.38 0.11  H35 1.002, H36 0.970
38 H 0.17 1.73 -2.04  O40 0.958
39 H -0.94 2.77 -2.13  O40 1.010
40 O -0.47 2.06 -2.68  H38 0.958, H39 1.010
41 H -0.74 -2.16 0.22  O43 1.038
42 H -0.51 -3.57 0.07  O43 0.932
43 O -1.27 -3.05 0.17  H41 1.038, H42 0.932

Output
* net charge: -1
* highest occupied orbital energy: -0.2259 Ha

Q.
ORCA calculation (ωB97M-V with the def2-TZVPD basis set) on a 10-piece molecular cluster, C4H26NO12 overall.

Each atom is followed by the atoms it is bonded to, with distances in Å.
Cartesian coordinates (Å):
1 O -0.64 0.63 1.71  C2 1.248
2 C -1.35 -0.34 1.37  O1 1.248, O3 1.294, C4 1.466
3 O -0.95 -1.54 1.09  C2 1.294
4 C -2.76 -0.03 1.09  C2 1.466, C5 1.620, N8 1.462, H9 1.106
5 C -2.75 0.69 -0.36  C4 1.620, C6 1.526, H10 1.044, H11 1.146
6 C -1.93 1.98 -0.46  C5 1.526, O7 1.530, H12 1.082, H13 1.089
7 O -0.66 1.90 -1.31  C6 1.530, H14 1.022
8 N -3.62 -1.20 0.92  C4 1.462, H15 0.972, H16 1.128
9 H -3.17 0.72 1.78  C4 1.106
10 H -3.78 0.74 -0.51  C5 1.044
11 H -2.23 -0.05 -1.06  C5 1.146
12 H -1.65 2.53 0.43  C6 1.082
13 H -2.34 2.81 -1.03  C6 1.089
14 H 0.02 1.45 -0.70  O7 1.022
15 H -3.72 -1.69 0.09  N8 0.972
16 H -3.09 -2.04 1.45  N8 1.128
17 H -0.79 -2.58 -1.62  O19 0.956
18 H -1.69 -1.63 -0.66  O19 1.027
19 O -1.62 -2.11 -1.57  H17 0.956, H18 1.027
20 H 0.62 0.67 2.89  O22 1.041
21 H 1.99 1.32 2.53  O22 0.972
22 O 1.59 0.80 3.25  H20 1.041, H21 0.972
23 H 3.11 0.68 1.14  O25 0.869
24 H 2.99 0.37 2.57  O25 1.020
25 O 3.59 0.28 1.75  H23 0.869, H24 1.020
26 H 0.85 -1.01 0.20  O28 0.966
27 H 2.45 -0.70 0.11  O28 0.962
28 O 1.59 -0.65 -0.31  H26 0.966, H27 0.962
29 H 1.27 -1.57 2.27  O31 0.963
30 H 0.40 -2.86 2.19  O31 0.935
31 O 1.26 -2.52 2.11  H29 0.963, H30 0.935
32 H 1.45 2.03 0.21  O34 0.954
33 H 2.86 2.38 0.06  O34 0.959
34 O 2.18 2.33 0.74  H32 0.954, H33 0.959
35 H 1.79 -1.92 -1.93  O37 0.875
36 H 1.97 -1.21 -3.22  O37 0.910
37 O 2.11 -1.97 -2.75  H35 0.875, H36 0.910
38 H -0.73 0.49 -2.44  O40 1.038
39 H -0.16 -0.89 -2.30  O40 1.021
40 O -0.16 -0.16 -3.01  H38 1.038, H39 1.021
41 H 2.66 1.22 -2.38  O43 0.927
42 H 1.11 1.09 -2.41  O43 1.056
43 O 1.92 1.57 -1.93  H41 0.927, H42 1.056

Output
* net charge: -1
* highest occupied orbital energy: -0.2405 Ha

Stability verdict: P, ahead by 17.2 kcal/mol